# 1
{"formula": "C3HNO2S", "method": "wB97M-V/def2-TZVPD", "species": ["O", "C", "C", "N", "O", "C", "S", "H"], "xyz": [[0.171, 1.963, -0.054], [0.008, 0.801, -0.025], [-1.245, -0.033, 0.053], [-0.951, -1.255, -0.020], [0.479, -1.448, -0.057], [1.107, -0.295, -0.100], [2.706, -0.120, 0.024], [-2.276, 0.386, 0.179]], "forces_ev_per_a": [[-0.030, 1.564, 0.044], [0.379, -1.764, -0.261], [0.021, 1.329, 0.206], [-0.575, -0.879, 0.210], [-0.800, -0.652, -0.371], [0.506, 1.152, 0.791], [-0.552, 0.068, -0.297], [1.052, -0.819, -0.322]], "mulliken_charge": [-0.432, 0.672, -0.185, -0.294, -0.169, 0.260, -0.222, 0.371], "smiles": "O=C1C=NOC1=S", "total_energy_ha": -718.248674, "de_lowest_kcal_mol": 44.1, "molar_mass_g_mol": 115.11}



# 2
{"formula": "C6H13NO2", "method": "wB97M-V/def2-TZVPD", "species": ["C", "C", "C", "C", "C", "N", "C", "O", "O", "H", "H", "H", "H", "H", "H", "H", "H", "H", "H", "H", "H", "H"], "xyz": [[0.001, 1.800, -1.825], [0.986, 1.165, -0.861], [0.572, -0.297, -0.224], [1.612, -0.691, 0.823], [-0.844, -0.178, 0.280], [-1.029, 0.761, 1.363], [-1.261, -1.733, 0.844], [-1.888, -1.910, 1.881], [-0.952, -2.798, 0.071], [-0.819, 2.292, -1.294], [0.500, 2.571, -2.422], [-0.419, 1.065, -2.518], [1.924, 0.963, -1.389], [1.237, 1.867, -0.059], [0.609, -0.986, -1.072], [2.610, -0.317, 0.572], [1.690, -1.778, 0.906], [1.407, -0.321, 1.831], [-1.551, 0.024, -0.529], [-1.354, 1.660, 1.023], [-1.708, 0.408, 2.040], [-1.320, -3.566, 0.559]], "forces_ev_per_a": [[-0.092, 0.023, -0.002], [0.330, -1.698, 0.562], [0.915, 2.878, -1.071], [0.126, -0.304, 0.244], [-0.771, -3.291, 0.985], [-0.079, -0.146, 0.457], [-1.193, 1.553, 0.926], [0.999, 0.659, -1.268], [0.121, 0.569, 0.091], [-0.070, -0.091, -0.110], [-0.096, -0.101, 0.088], [-0.017, 0.063, 0.024], [-0.051, 0.087, 0.054], [-0.122, -0.201, 0.083], [-0.152, -0.040, 0.141], [-0.163, -0.069, -0.191], [-0.019, 0.006, -0.044], [-0.304, 0.178, -0.210], [0.136, -0.291, -0.237], [0.033, -0.215, 0.003], [0.256, 0.041, -0.256], [0.211, 0.388, -0.270]], "mulliken_charge": [-1.228, -0.860, 0.443, -1.593, 0.038, -0.666, 0.401, -0.614, -0.427, 0.275, 0.373, 0.300, 0.446, 0.363, 0.363, 0.427, 0.367, 0.331, 0.434, 0.226, 0.251, 0.351], "smiles": "CC[C@@H](C)[C@H](N)C(=O)O", "total_energy_ha": -441.654191, "de_lowest_kcal_mol": 16.2, "molar_mass_g_mol": 131.18}



# 3
{"formula": "C24H24CsN5OS2", "method": "wB97M-V/def2-TZVPD", "species": ["Cs", "C", "C", "C", "C", "C", "C", "N", "N", "C", "C", "C", "C", "C", "N", "H", "H", "H", "H", "H", "H", "H", "H", "H", "C", "C", "C", "C", "C", "C", "C", "S", "C", "O", "H", "H", "H", "H", "H", "H", "H", "H", "H", "H", "C", "C", "C", "C", "N", "C", "S", "N", "H", "H", "H", "H", "H"], "xyz": [[-0.174, 0.093, -0.944], [-4.220, -1.846, -3.599], [-3.101, -1.858, -4.424], [-1.880, -2.274, -3.925], [-1.789, -2.698, -2.605], [-2.914, -2.717, -1.786], [-4.129, -2.271, -2.282], [-0.568, -3.033, -1.948], [0.447, -2.532, -2.446], [1.650, -2.857, -1.714], [1.871, -4.055, -1.075], [3.056, -4.204, -0.366], [3.941, -3.149, -0.323], [3.612, -1.976, -1.002], [2.494, -1.813, -1.694], [-5.169, -1.500, -3.987], [-3.175, -1.533, -5.453], [-0.991, -2.273, -4.543], [-2.813, -3.062, -0.765], [-4.999, -2.259, -1.639], [1.132, -4.841, -1.142], [3.270, -5.135, 0.143], [4.875, -3.219, 0.217], [4.287, -1.127, -0.984], [5.964, -0.210, 3.636], [4.487, -0.046, 3.413], [3.888, 1.204, 3.485], [2.519, 1.358, 3.281], [1.751, 0.240, 3.023], [2.325, -1.026, 2.928], [3.686, -1.155, 3.126], [0.009, 0.435, 2.718], [-0.592, -0.164, 4.292], [-0.358, -0.661, 1.736], [6.464, 0.756, 3.682], [6.424, -0.792, 2.837], [6.160, -0.733, 4.574], [4.497, 2.077, 3.684], [2.070, 2.343, 3.308], [1.705, -1.876, 2.672], [4.144, -2.135, 3.053], [-0.240, -1.191, 4.392], [-1.678, -0.127, 4.250], [-0.223, 0.467, 5.098], [-4.991, 6.169, -0.809], [-3.978, 5.203, -1.357], [-3.858, 4.973, -2.726], [-2.910, 4.033, -3.089], [-2.143, 3.389, -2.223], [-2.307, 3.695, -0.912], [-1.327, 2.852, 0.243], [-3.223, 4.577, -0.466], [-5.400, 6.814, -1.587], [-4.536, 6.779, -0.031], [-5.815, 5.617, -0.353], [-4.468, 5.490, -3.452], [-2.758, 3.781, -4.137]], "forces_ev_per_a": [[-0.111, 0.476, -0.510], [-0.096, 0.035, -0.032], [0.062, -0.055, 0.085], [0.205, -0.010, -0.121], [-0.094, 0.260, 0.270], [0.011, -0.055, -0.045], [0.049, -0.065, -0.011], [-0.060, -0.446, -0.033], [0.266, -0.429, -0.061], [-0.112, 1.127, -0.219], [-0.035, -0.332, 0.026], [-0.232, -0.125, -0.094], [0.097, 0.251, -0.067], [0.200, 0.006, 0.121], [-0.172, -0.654, 0.063], [0.004, -0.002, 0.001], [-0.037, 0.009, -0.004], [-0.020, 0.019, 0.003], [0.017, 0.027, 0.009], [-0.021, 0.012, -0.023], [0.017, 0.001, 0.037], [0.020, 0.004, 0.009], [0.005, 0.020, -0.010], [0.000, -0.005, 0.021], [0.038, -0.011, 0.012], [-0.042, -0.027, -0.012], [-0.084, 0.080, -0.008], [0.219, 0.024, 0.049], [-0.029, -0.244, -0.022], [0.060, 0.222, 0.018], [0.059, -0.091, -0.004], [-0.347, -0.203, -0.552], [0.025, -0.141, 0.018], [0.184, 0.313, 0.742], [0.003, -0.002, 0.001], [-0.013, -0.003, -0.007], [-0.008, 0.001, 0.000], [0.004, -0.003, 0.003], [-0.048, -0.016, -0.006], [-0.008, -0.010, 0.001], [0.008, 0.009, 0.001], [-0.057, 0.008, 0.117], [-0.007, -0.006, -0.009], [0.035, 0.019, -0.006], [-0.020, 0.008, -0.014], [-0.083, 0.093, -0.067], [0.071, -0.052, 0.160], [0.003, -0.003, -0.067], [0.029, 0.022, -0.112], [0.057, -0.475, 0.115], [-0.097, 0.346, 0.278], [0.069, 0.091, -0.045], [0.017, -0.011, -0.009], [0.001, -0.004, 0.005], [0.010, -0.008, 0.016], [-0.004, -0.001, -0.016], [-0.009, 0.003, 0.004]], "mulliken_charge": [1.092, -0.368, -0.604, -0.178, -0.149, 0.046, -0.605, -0.114, -0.252, 0.302, -0.294, -0.465, -0.422, -0.344, -0.348, 0.385, 0.383, 0.417, 0.449, 0.377, 0.437, 0.412, 0.449, 0.429, -1.408, 0.797, -0.630, -0.555, 0.239, -0.448, -0.589, 0.547, -1.045, -0.682, 0.364, 0.317, 0.318, 0.327, 0.444, 0.410, 0.414, 0.323, 0.353, 0.391, -1.106, 0.882, -0.544, -0.199, -0.409, -0.057, -0.579, -0.520, 0.334, 0.305, 0.243, 0.328, 0.399], "total_energy_ha": -2094.447430, "de_lowest_kcal_mol": 14.2, "molar_mass_g_mol": 595.53}



# 4
{"formula": "C5H13NO", "method": "wB97M-V/def2-TZVPD", "species": ["C", "N", "C", "C", "C", "C", "O", "H", "H", "H", "H", "H", "H", "H", "H", "H", "H", "H", "H", "H"], "xyz": [[0.945, -2.110, -0.708], [-0.106, -1.019, -0.813], [0.312, 0.275, -0.256], [0.605, 1.355, -1.304], [-0.733, 0.807, 0.766], [-0.588, 0.212, 2.086], [-1.917, 0.832, -0.118], [0.688, -2.543, 0.273], [1.973, -1.751, -0.733], [0.665, -2.650, -1.619], [-0.471, -0.817, -1.783], [1.245, 0.037, 0.272], [-0.221, 2.027, -1.495], [1.462, 1.895, -0.826], [1.232, 1.090, -2.167], [-0.787, 1.911, 0.800], [-0.019, -0.732, 2.162], [-1.460, -0.193, 2.576], [-0.117, 1.005, 2.690], [-2.707, 0.368, 0.195]], "forces_ev_per_a": [[-2.584, 1.628, -0.456], [0.035, 0.765, -0.811], [0.450, -0.276, -0.064], [2.497, 0.550, 1.186], [-0.661, 1.783, -3.976], [0.019, -1.304, 1.929], [-1.335, -1.140, 0.655], [0.633, -0.647, -0.748], [0.094, 0.034, -0.132], [0.706, -1.004, 0.692], [0.830, -0.806, 1.490], [-0.071, 0.380, 0.109], [-0.027, -0.069, -0.333], [-1.045, 0.621, 0.079], [-1.087, -0.740, -0.377], [1.600, -0.331, 0.815], [0.540, 0.606, -0.648], [-0.982, 0.787, 0.198], [-0.198, -0.744, 0.235], [0.586, -0.093, 0.159]], "mulliken_charge": [-0.841, -0.352, 0.151, -1.413, -0.027, -1.078, -0.525, 0.229, 0.268, 0.371, 0.286, 0.468, 0.301, 0.339, 0.418, 0.261, 0.273, 0.339, 0.271, 0.260], "smiles": "CN[C@@H](C)[C@H](C)O", "total_energy_ha": -328.215436, "de_lowest_kcal_mol": 64.9, "molar_mass_g_mol": 103.16}



# 5
{"formula": "H10NaO5", "method": "wB97M-V/def2-TZVPD", "species": ["Na", "O", "H", "H", "O", "H", "H", "O", "H", "H", "O", "H", "H", "O", "H", "H"], "xyz": [[-0.827, 0.123, -0.035], [0.091, -1.771, 1.453], [-0.386, -2.609, 1.386], [0.494, -1.785, 2.330], [0.245, -1.612, -1.736], [-0.076, -1.819, -2.623], [1.206, -1.576, -1.820], [1.444, 0.752, 0.212], [1.893, 1.348, 0.825], [1.860, -0.112, 0.347], [-1.170, 1.391, -2.191], [-1.332, 1.224, -3.128], [-0.248, 1.684, -2.144], [-1.094, 1.384, 2.041], [-1.616, 2.151, 2.311], [-0.485, 1.225, 2.772]], "forces_ev_per_a": [[0.137, -0.074, -0.013], [-0.103, 0.034, 0.006], [0.164, 0.089, -0.026], [-0.117, -0.028, -0.094], [-0.012, 0.196, 0.034], [0.043, 0.002, 0.143], [-0.140, -0.094, -0.044], [0.079, -0.243, 0.076], [-0.068, -0.009, -0.162], [-0.020, 0.200, 0.008], [0.382, -0.111, 0.299], [-0.052, 0.034, 0.144], [-0.207, 0.064, -0.204], [-0.009, 0.078, -0.034], [0.041, -0.144, -0.071], [-0.119, 0.006, -0.061]], "mulliken_charge": [0.788, -0.521, 0.299, 0.284, -0.569, 0.306, 0.313, -0.594, 0.295, 0.313, -0.626, 0.313, 0.347, -0.532, 0.286, 0.298], "total_energy_ha": -544.363269, "total_charge": 1, "de_lowest_kcal_mol": 5.5, "molar_mass_g_mol": 113.06}



# 6
{"formula": "H37O18", "method": "wB97M-V/def2-TZVPD", "species": ["O", "H", "H", "O", "H", "O", "H", "H", "O", "H", "H", "O", "H", "H", "O", "H", "H", "O", "H", "H", "O", "H", "H", "O", "H", "H", "O", "H", "H", "O", "H", "H", "O", "H", "H", "O", "H", "H", "O", "H", "H", "O", "H", "H", "O", "H", "H", "O", "H", "H", "O", "H", "H", "H", "H"], "xyz": [[-0.426, 3.769, 3.150], [1.708, 0.613, -0.080], [0.192, -4.375, 0.493], [-0.393, -3.617, 0.381], [-0.870, 4.626, 3.398], [-0.118, -0.687, 0.186], [-0.014, -0.607, -0.683], [0.371, -0.012, 0.694], [-3.173, -4.672, 0.107], [-3.215, -5.645, -0.197], [-4.079, -4.175, 0.293], [2.174, 4.317, 0.738], [1.788, 5.265, 0.786], [1.515, 3.718, 0.280], [-2.662, 4.363, -1.594], [-3.275, 4.791, -2.110], [-2.686, 4.465, -0.682], [4.564, -0.960, -2.003], [4.057, -1.589, -1.563], [4.153, -0.118, -1.873], [3.636, -1.717, 1.341], [3.859, -2.509, 1.902], [4.453, -1.477, 0.954], [-3.631, 2.248, 2.582], [-4.175, 2.918, 2.853], [0.137, 4.056, 2.436], [-4.049, 1.168, -2.835], [-4.194, 1.879, -2.095], [-4.040, 1.748, -3.587], [0.147, 1.946, -1.051], [-0.665, 2.335, -1.329], [0.482, 1.258, -1.648], [2.694, -4.191, 1.160], [3.030, -4.774, 0.383], [2.947, -4.705, 1.829], [2.721, 0.511, 0.011], [-3.981, 1.394, 2.178], [2.738, -0.196, 0.606], [-2.807, -1.693, 1.206], [-1.991, -1.668, 1.885], [-3.094, -0.857, 1.252], [-1.934, -2.706, -1.078], [-1.161, -3.098, -1.394], [-1.741, -2.132, -0.333], [0.889, 2.114, -4.715], [1.683, 2.523, -4.971], [1.000, 1.165, -4.705], [-1.266, -0.892, 4.854], [-0.889, -0.106, 5.172], [-1.708, -1.301, 5.545], [4.434, 1.285, -3.228], [4.044, 1.662, -2.385], [5.363, 1.038, -2.923], [-2.595, -3.762, -0.473], [0.052, -2.936, 0.877]], "forces_ev_per_a": [[-1.080, 1.519, 0.599], [2.854, 0.470, -0.146], [0.118, 0.005, 0.151], [0.800, -1.392, 0.496], [0.565, -1.454, -0.156], [-0.695, -0.988, 6.466], [0.922, 1.010, -5.445], [-0.738, -0.392, -0.642], [-1.812, 1.294, -0.257], [-0.356, 2.374, 0.403], [2.236, -2.203, -0.446], [-1.854, 1.270, -0.246], [0.793, -2.606, -0.418], [0.951, 1.275, 0.566], [3.059, -2.778, -1.102], [-2.282, 1.828, -0.984], [-0.776, 0.844, 2.165], [1.967, 0.209, -0.958], [-1.393, -1.588, 1.276], [-0.632, 0.384, 0.083], [-0.616, -1.340, 1.539], [-0.604, 1.271, -1.026], [1.454, 0.573, -0.663], [3.119, -4.434, -1.946], [-2.991, 1.825, 0.710], [0.659, -0.094, -0.431], [-0.474, 1.968, 2.755], [0.474, -2.133, -1.820], [0.095, 0.178, -0.896], [1.635, -0.726, 1.033], [-0.877, 0.108, -0.900], [-0.651, 0.957, -0.404], [-0.751, 0.807, -6.342], [-0.874, 1.799, 1.600], [1.399, -3.227, 4.823], [-3.161, 2.053, -1.846], [-0.230, 2.640, 1.231], [0.691, -2.126, 1.744], [4.584, -4.903, 2.236], [-2.758, -0.216, -2.106], [-1.875, 5.067, 0.087], [-4.483, -0.582, -0.390], [2.239, -0.790, -0.499], [0.092, 0.513, 0.653], [-2.137, -0.470, 0.782], [1.758, 0.491, -0.512], [0.422, -0.086, -0.228], [0.460, -0.655, -2.978], [0.728, 1.676, 0.755], [-1.212, -1.043, 2.073], [1.052, 0.699, 2.142], [0.582, -0.194, -1.515], [-1.701, 0.445, -0.855], [0.823, 0.154, -0.458], [0.483, 0.714, 0.245]], "mulliken_charge": [-0.600, 0.208, 0.258, -0.506, 0.314, -0.544, 0.269, 0.307, -0.535, 0.381, 0.446, -0.645, 0.312, 0.294, -0.570, 0.280, 0.304, -0.614, 0.258, 0.332, -0.649, 0.281, 0.289, -0.585, 0.290, 0.300, -0.630, 0.322, 0.309, -0.494, 0.251, 0.241, -0.602, 0.336, 0.285, -0.495, 0.300, 0.370, -0.634, 0.338, 0.253, -0.628, 0.455, 0.380, -0.614, 0.307, 0.307, -0.584, 0.313, 0.289, -0.714, 0.366, 0.351, 0.483, 0.262], "total_energy_ha": -1376.095228, "total_charge": 1, "de_lowest_kcal_mol": 183.9, "molar_mass_g_mol": 325.28}